No. 1
{"formula": "C12H33CuN3O7S", "method": "ωB97M-V/def2-TZVPD", "e_homo_ev": [2.74, -1.34], "multiplicity": 2, "de_lowest_kcal_mol": 25.12, "energy_ev": -87252.95148, "total_charge": -2, "e_lumo_ev": [4.76, 4.74], "symbols": ["Cu", "S", "O", "O", "O", "O", "C", "C", "C", "O", "C", "N", "H", "H", "H", "H", "H", "H", "H", "H", "H", "H", "H", "C", "C", "C", "O", "C", "N", "H", "H", "H", "H", "H", "H", "H", "H", "H", "H", "H", "C", "C", "C", "O", "C", "N", "H", "H", "H", "H", "H", "H", "H", "H", "H", "H", "H"], "coordinates": [[-0.01, -0.62, -0.35], [1.93, -1.78, -2.47], [0.61, -2.38, -2.59], [2.96, -2.73, -2.72], [2.02, -0.80, -3.54], [2.10, -1.08, -1.18], [1.31, 1.21, 3.20], [1.92, 0.83, 1.82], [3.45, 0.86, 1.87], [4.05, 2.16, 2.33], [3.94, 3.34, 1.44], [1.61, -0.58, 1.62], [1.52, 2.24, 3.51], [1.71, 0.61, 4.02], [0.24, 0.98, 3.21], [1.55, 1.41, 0.98], [4.08, 0.63, 1.00], [3.73, 0.14, 2.64], [4.52, 4.24, 1.66], [2.88, 3.57, 1.43], [4.32, 3.09, 0.45], [1.91, -1.22, 2.34], [2.13, -0.95, 0.84], [-3.89, -3.44, -1.64], [-2.95, -2.53, -0.83], [-2.19, -3.24, 0.26], [-1.35, -2.38, 0.99], [-0.43, -3.02, 1.96], [-2.02, -1.76, -1.59], [-4.33, -2.84, -2.43], [-4.67, -3.69, -0.92], [-3.32, -4.28, -2.04], [-3.73, -1.94, -0.35], [-1.60, -4.10, -0.08], [-2.91, -3.68, 0.95], [0.14, -2.36, 2.62], [0.19, -3.73, 1.42], [-1.01, -3.70, 2.58], [-2.36, -1.10, -2.27], [-1.33, -2.35, -2.05], [0.06, 3.65, -2.34], [-0.07, 2.35, -1.44], [-1.39, 2.37, -0.72], [-1.41, 1.24, 0.21], [-2.74, 1.01, 0.71], [0.10, 1.10, -2.16], [1.05, 3.73, -2.80], [-0.01, 4.54, -1.72], [-0.74, 3.81, -3.07], [0.69, 2.48, -0.66], [-2.21, 2.43, -1.43], [-1.49, 3.24, -0.07], [-3.62, 1.45, 0.24], [-2.78, 1.43, 1.71], [-3.03, -0.03, 0.87], [1.09, 0.97, -2.32], [-0.23, 1.19, -3.11]]}

=====

No. 2
{"formula": "C12H33FeNO7", "method": "ωB97M-V/def2-TZVPD", "e_homo_ev": [-15.38, -15.24], "multiplicity": 5, "de_lowest_kcal_mol": 46.33, "energy_ev": -63169.65798, "total_charge": 2, "e_lumo_ev": [-5.45, -5.54], "symbols": ["Fe", "C", "O", "C", "C", "N", "C", "C", "O", "C", "H", "H", "H", "H", "H", "H", "H", "H", "H", "H", "H", "H", "H", "H", "H", "C", "C", "O", "H", "H", "H", "H", "H", "H", "C", "C", "O", "O", "H", "H", "H", "H", "H", "H", "C", "C", "O", "O", "H", "H", "H", "H", "H", "H"], "coordinates": [[21.23, 8.54, 20.63], [21.91, 10.78, 22.86], [22.21, 9.70, 21.98], [23.62, 9.74, 21.65], [23.94, 8.59, 20.65], [23.09, 7.49, 20.99], [23.51, 6.37, 20.13], [23.32, 5.20, 21.02], [23.49, 5.35, 22.19], [23.28, 4.16, 23.00], [21.01, 10.59, 23.48], [21.80, 11.79, 22.47], [22.67, 10.90, 23.66], [24.15, 9.50, 22.55], [23.84, 10.74, 21.33], [25.03, 8.35, 20.69], [23.75, 8.93, 19.62], [23.29, 7.04, 21.91], [24.53, 6.42, 19.81], [22.97, 6.22, 19.23], [24.00, 4.46, 20.64], [22.29, 4.90, 20.84], [23.36, 4.49, 24.05], [23.85, 3.23, 22.77], [22.22, 3.84, 22.74], [20.08, 7.58, 24.64], [21.18, 7.16, 23.80], [20.74, 7.32, 22.49], [19.82, 8.58, 24.54], [20.28, 7.40, 25.69], [19.32, 6.83, 24.45], [21.46, 6.09, 23.86], [22.05, 7.73, 24.02], [19.89, 6.83, 22.42], [19.96, 6.74, 18.63], [20.34, 7.93, 17.96], [21.56, 8.24, 18.54], [19.71, 7.18, 19.95], [20.64, 5.93, 18.48], [19.03, 6.36, 18.22], [19.60, 8.73, 18.00], [20.41, 7.75, 16.86], [22.15, 8.54, 17.82], [19.17, 6.53, 20.46], [19.07, 10.23, 20.43], [20.10, 11.17, 20.20], [21.25, 10.61, 19.76], [19.46, 9.48, 21.53], [18.71, 9.64, 19.56], [18.25, 10.83, 20.88], [20.26, 11.75, 21.07], [19.88, 11.95, 19.44], [21.80, 11.32, 19.46], [18.90, 9.74, 22.26]]}

=====

No. 3
{"formula": "C12H33N2NaO6S3", "method": "ωB97M-V/def2-TZVPD", "e_homo_ev": [-10.36, -10.36], "multiplicity": 2, "de_lowest_kcal_mol": 1.29, "energy_ev": -65153.98059, "total_charge": 1, "e_lumo_ev": [-2.24, -7.02], "symbols": ["Na", "N", "O", "O", "O", "C", "C", "N", "C", "C", "C", "C", "H", "H", "H", "H", "H", "H", "H", "H", "H", "H", "H", "H", "H", "H", "H", "C", "S", "O", "C", "H", "H", "H", "H", "H", "H", "C", "S", "O", "C", "H", "H", "H", "H", "H", "H", "C", "S", "O", "C", "H", "H", "H", "H", "H", "H"], "coordinates": [[24.44, -17.76, 18.34], [24.53, -21.14, 18.20], [23.34, -21.12, 17.67], [25.27, -20.12, 18.07], [24.85, -22.15, 18.83], [24.99, -18.16, 13.65], [24.93, -18.21, 15.18], [24.36, -17.05, 15.81], [25.03, -15.77, 15.57], [26.53, -15.69, 15.77], [22.91, -16.89, 15.58], [21.96, -18.10, 15.72], [25.67, -17.43, 13.21], [23.98, -18.25, 13.24], [25.44, -19.12, 13.42], [24.52, -19.14, 15.59], [25.95, -18.22, 15.58], [24.90, -15.54, 14.51], [24.49, -14.97, 16.07], [27.17, -16.23, 15.07], [26.93, -14.68, 15.88], [26.77, -16.12, 16.74], [22.72, -16.54, 14.57], [22.55, -16.14, 16.28], [20.97, -17.64, 15.73], [22.33, -18.61, 16.61], [22.02, -18.73, 14.83], [21.80, -17.07, 22.02], [21.41, -17.79, 20.44], [22.60, -17.46, 19.56], [21.62, -19.56, 20.95], [22.84, -17.29, 22.22], [21.06, -17.37, 22.77], [21.65, -15.99, 22.06], [21.60, -20.27, 20.13], [20.77, -19.87, 21.56], [22.52, -19.77, 21.52], [26.00, -20.67, 21.64], [26.25, -18.84, 21.67], [25.39, -18.42, 20.46], [25.34, -18.55, 23.33], [26.58, -21.21, 22.39], [26.32, -21.05, 20.68], [24.94, -20.88, 21.79], [25.88, -19.12, 24.09], [24.33, -18.95, 23.29], [25.41, -17.50, 23.60], [27.34, -15.20, 20.08], [25.67, -14.61, 19.69], [25.03, -15.51, 18.66], [24.81, -14.91, 21.33], [27.19, -16.27, 20.22], [27.72, -14.69, 20.96], [28.11, -15.10, 19.32], [23.85, -14.42, 21.42], [25.41, -14.53, 22.16], [24.65, -15.97, 21.53]]}

=====

No. 4
{"formula": "C12H33N2O5", "method": "ωB97M-V/def2-TZVPD", "e_homo_ev": -12.27, "de_lowest_kcal_mol": 60.81, "energy_ev": -26181.10737, "total_charge": 1, "e_lumo_ev": -1.92, "symbols": ["O", "H", "H", "H", "C", "O", "C", "C", "N", "C", "C", "O", "C", "H", "H", "H", "H", "H", "H", "H", "H", "H", "H", "H", "H", "H", "H", "H", "C", "O", "C", "C", "N", "C", "C", "O", "C", "H", "H", "H", "H", "H", "H", "H", "H", "H", "H", "H", "H", "H", "H", "H"], "coordinates": [[-0.57, 0.65, -0.66], [-1.15, 0.91, 0.03], [0.32, 0.65, -0.10], [-0.76, -0.27, -0.87], [0.76, -2.12, -2.43], [0.17, -1.83, -1.33], [-0.63, -2.96, -0.90], [-1.41, -2.45, 0.33], [-2.20, -1.29, 0.10], [-2.90, -0.84, 1.36], [-3.70, 0.48, 0.94], [-2.79, 1.46, 0.62], [-3.38, 2.67, 0.24], [1.48, -1.46, -2.84], [0.02, -2.22, -3.14], [1.49, -2.75, -2.25], [-0.15, -3.82, -0.62], [-1.06, -3.22, -1.92], [-0.57, -2.40, 1.01], [-1.90, -3.29, 0.53], [-2.89, -1.39, -0.65], [-2.22, -0.41, 2.26], [-3.40, -1.79, 1.85], [-4.30, 0.69, 1.79], [-4.26, 0.24, 0.26], [-2.62, 3.46, -0.30], [-3.51, 3.31, 1.04], [-4.12, 2.55, -0.46], [3.56, 0.09, -3.78], [3.36, -0.17, -2.56], [2.97, 0.77, -1.65], [3.01, 0.10, -0.33], [2.01, 0.73, 0.52], [1.91, -0.02, 1.80], [1.17, 0.88, 2.78], [-0.11, 1.18, 2.27], [-0.81, 2.05, 3.01], [4.17, 1.07, -3.97], [2.62, 0.15, -4.33], [4.03, -0.79, -4.33], [2.03, 1.00, -1.89], [3.42, 1.73, -1.47], [3.93, 0.19, 0.14], [2.54, -1.05, -0.35], [2.16, 1.84, 0.55], [3.15, -0.47, 2.18], [1.25, -0.98, 1.51], [1.86, 1.80, 2.93], [1.16, 0.41, 3.76], [-1.21, 1.63, 3.87], [-1.63, 2.28, 2.30], [-0.31, 3.02, 3.16]]}